[1]
The following is a DFT calculation (ωB97M-V with the def2-TZVPD basis set) of a single C3H5NO molecule.

Geometry as XYZ:
```
10
Properties=species:S:1:pos:R:3
O 2.30796 0.44780 -0.17165
C 1.13581 0.17627 -0.10944
C -0.14449 0.94884 0.22013
C -0.88150 -0.43516 -0.02152
N 0.44540 -0.99287 -0.26608
H -0.12411 1.25947 1.27132
H -0.29722 1.85048 -0.38440
H -1.35933 -0.78676 0.90027
H -1.57326 -0.67375 -0.84453
H 0.74537 -1.86969 -0.66334
```

SMILES: O=C1CCN1
2S+1: 1
Kohn-Sham gap, eV: 10.82
Electronic energy, eV: -6729.0879
Energy relative to the best compared isomer or geometry (same formula, charge and spin), kJ/mol: 46.8

[2]
The following is a DFT calculation (ωB97M-V with the def2-TZVPD basis set) of a single C17H32N4O molecule.

Geometry as XYZ:
```
54
Properties=species:S:1:pos:R:3
C -4.35924 -0.80055 -2.36677
H -4.46009 -1.77207 -1.88858
H -4.09618 -0.95028 -3.41041
H -5.32030 -0.29350 -2.31780
C -3.28095 0.02700 -1.66943
N -3.59959 0.23956 -0.28220
C -3.17269 -0.48655 0.78447
N -3.69138 -0.04609 1.90358
C -4.49334 0.99529 1.56131
C -4.45081 1.18814 0.21209
H -4.93135 1.90487 -0.42192
H -5.04223 1.53441 2.30671
C -2.21140 -1.61846 0.67482
N -0.95060 -1.17092 0.09580
C -0.27852 -0.21932 0.96387
H -0.97068 0.59337 1.19143
C 0.97398 0.34236 0.27359
N 1.88597 -0.70873 -0.15656
C 1.18077 -1.71823 -0.91800
H 1.86990 -2.53058 -1.15686
C -0.05367 -2.27349 -0.19876
H -0.56838 -2.98468 -0.85034
H 0.25181 -2.80588 0.72034
H 0.85684 -1.25932 -1.85610
C 2.75276 -1.21713 0.89338
H 2.22698 -1.35700 1.85153
C 3.94890 -0.28600 1.12186
H 4.60830 -0.74534 1.86150
C 4.73395 0.01125 -0.15997
C 5.67178 1.19642 0.06004
H 5.11346 2.08961 0.33190
H 6.23351 1.41099 -0.84602
H 6.37967 0.97775 0.85743
C 5.53237 -1.20486 -0.62184
H 6.09210 -0.96815 -1.52379
H 4.87567 -2.04137 -0.84370
H 6.23830 -1.51203 0.14772
H 4.00988 0.27030 -0.93827
H 3.59593 0.65733 1.54434
H 3.12118 -2.19535 0.57975
C 0.58856 1.22639 -0.92392
H 1.40840 1.21809 -1.64456
H -0.30061 0.81677 -1.40047
C 0.31839 2.67621 -0.51879
O 1.49680 3.40203 -0.26315
H 2.05476 2.88286 0.32684
H -0.17361 3.20976 -1.33566
H -0.34570 2.70392 0.35875
H 1.51193 0.95281 1.00724
H 0.00432 -0.69421 1.92106
H -2.08145 -2.04521 1.68253
H -2.62144 -2.39681 0.02177
H -2.31754 -0.48587 -1.71457
H -3.18768 1.00246 -2.15693
```

SMILES: CCn1ccnc1CN1CCN(CCC(C)C)[C@@H](CCO)C1
2S+1: 1
Kohn-Sham gap, eV: 9.00
Electronic energy, eV: -26156.2264
Energy relative to the best compared isomer or geometry (same formula, charge and spin), kJ/mol: 5.2

[3]
The following is a DFT calculation (ωB97M-V with the def2-TZVPD basis set) of 2 unconnected molecules or ions with the total composition H5N5 at a distorted geometry.

Geometry as XYZ:
```
10
Properties=species:S:1:pos:R:3
N 0.09103 -1.03886 -0.38472
N -0.46510 0.29666 -0.50145
N 0.64561 -0.02157 0.45654
N -1.67276 0.59218 0.12091
N 1.88212 0.31693 0.03233
H -0.44656 -1.70289 0.22068
H -2.53901 0.37610 -0.51338
H -1.76050 -0.21726 1.29042
H 2.18658 1.37509 0.19282
H 2.07858 0.02364 -0.91415
```

2S+1: 1
Kohn-Sham gap, eV: 9.92
Electronic energy, eV: -7524.8376
Energy relative to the best compared isomer or geometry (same formula, charge and spin), kJ/mol: 362.6

[4]
The following is a DFT calculation (ωB97M-V with the def2-TZVPD basis set) of a molecular structure, C11H11O2 at a distorted geometry.

Geometry as XYZ:
```
24
Properties=species:S:1:pos:R:3
C -1.79270 2.69685 0.73654
C -2.45759 1.46767 0.85664
C -0.43255 2.73211 0.36186
C -1.92479 0.23434 0.45805
C 0.21003 1.51797 0.10095
C -0.56008 0.35233 0.16590
C 2.10306 1.25892 -2.29642
C 1.40722 0.87831 -0.42893
C 0.67876 -0.48260 -0.22714
C 0.59421 -1.29498 -1.48954
C 1.03858 -1.42345 0.90550
O 1.24410 1.74442 -2.95024
O 3.21452 0.82095 -2.44135
H -2.38488 3.57524 0.96255
H -3.58001 1.38399 1.10693
H 0.14835 3.67961 0.30064
H -2.60589 -0.69209 0.60206
H 2.25794 1.12833 0.10490
H 1.41888 -1.80853 -1.93778
H 0.23429 -0.71501 -2.24324
H -0.10724 -2.04118 -1.37848
H 0.29955 -2.25501 0.73694
H 0.78827 -0.94233 1.89310
H 2.09303 -1.75435 0.87701
```

2S+1: 1
Kohn-Sham gap, eV: 6.91
Net charge: -1
Electronic energy, eV: -15679.4691
Energy relative to the best compared isomer or geometry (same formula, charge and spin), kJ/mol: 74.9

[5]
The following is a DFT calculation (ωB97M-V with the def2-TZVPD basis set) of a single C15H18I3NO3 molecule at a distorted geometry.

Geometry as XYZ:
```
40
Properties=species:S:1:pos:R:3
O 1.35153 4.07495 2.35157
O 1.54422 -3.42849 0.14646
I -1.44431 1.63735 4.33778
I -2.91592 -2.81038 0.94356
I 1.98549 1.17006 -1.20479
O 2.51053 -2.24022 -1.56912
C 1.34246 2.89727 2.28881
C 1.44728 -2.67082 -0.71740
C -1.40978 -0.55482 2.26527
C -0.72336 0.60874 2.43476
C -1.29827 -1.21818 1.10236
C 0.38054 0.27524 0.25373
C 0.04528 1.09792 1.37786
C -0.28122 -0.96534 0.13954
N 0.39717 2.46839 1.35106
C 2.36907 1.96089 2.83773
C -1.66610 3.94597 1.17280
C -0.73615 -3.79450 -3.20724
C 0.02474 -2.00974 -0.90522
C -0.53588 3.26795 0.48801
C 0.01666 -2.52955 -3.50263
C -0.27243 -1.43887 -2.38188
H 2.11749 -1.88949 -2.39273
H -2.17422 -0.76873 2.91300
H 2.11927 1.64677 3.84906
H 3.36768 2.47159 2.78962
H 2.50651 1.03101 2.23121
H -1.64442 4.91336 0.67542
H -2.76062 3.50182 1.18136
H -1.43323 4.08646 2.19752
H -1.01845 -4.37198 -4.12280
H -0.04702 -4.33439 -2.58299
H -1.61020 -3.55446 -2.59510
H -0.72159 -2.86052 -0.77628
H 0.07807 4.12329 0.22945
H -0.85846 2.70105 -0.44207
H -0.21327 -2.12880 -4.47065
H 1.05372 -2.78249 -3.62512
H -1.28098 -0.97563 -2.46216
H 0.38813 -0.55270 -2.59974
```

SMILES: CCC[C@@H](C(=O)O)c1c(I)cc(I)c(N(CC)C(C)=O)c1I
2S+1: 1
Kohn-Sham gap, eV: 7.68
Electronic energy, eV: -47778.8368

[6]
The following is a DFT calculation (ωB97M-V with the def2-TZVPD basis set) of a single C3H4O2 molecule.

Geometry as XYZ:
```
9
Properties=species:S:1:pos:R:3
O 1.97805 0.60584 -0.33611
C 1.23253 -0.14800 0.25092
C -0.11904 0.35365 0.60465
C -0.96782 -0.15394 -0.47868
O -1.25444 -0.44134 0.87859
H 1.42089 -1.23541 0.32577
H -0.22898 1.40241 0.86137
H -1.43626 0.63687 -1.05973
H -0.62491 -1.02008 -1.04677
```

SMILES: O=C[C@H]1CO1
2S+1: 1
Kohn-Sham gap, eV: 11.18
Electronic energy, eV: -7268.3806
Energy relative to the best compared isomer or geometry (same formula, charge and spin), kJ/mol: 222.4